Entry 1:
The following is a DFT calculation (wB97M-V/def2-TZVPD) of a cluster of 9 separate species, C52H121N7O9 in total.

Last column: Löwdin charge in e.
Geometry (Å):
C  -0.2367  6.3703  1.8452  -0.05
C  -0.0399  4.8791  1.8770  -0.43
C  1.0875  4.3649  2.7227  -0.20
O  2.3088  4.9128  2.2329  -0.18
C  3.4370  4.1921  2.6495  -0.13
N  -1.3062  4.2241  2.3330  0.06
H  -1.0290  6.6148  1.1359  0.07
H  0.6448  6.9212  1.5137  0.08
H  -0.5025  6.7365  2.8403  0.08
H  0.0704  4.4951  0.8507  0.13
H  1.1791  3.2732  2.6780  0.11
H  0.9310  4.7121  3.7545  0.14
H  4.2853  4.5710  2.0802  0.09
H  3.3518  3.1212  2.4061  0.07
H  3.6192  4.2924  3.7262  0.09
H  -1.2009  3.2122  2.3163  0.01
H  -1.9479  4.3285  1.5416  0.04
C  4.7766  0.8576  4.1207  -0.06
C  3.4496  0.1455  4.3712  -0.43
C  3.4818  -1.3050  3.9774  -0.21
O  2.1410  -1.7736  3.9346  -0.20
C  2.0489  -3.1516  3.6391  -0.10
N  3.0539  0.3168  5.7925  0.05
H  5.2548  0.5230  3.1963  0.07
H  5.4632  0.6472  4.9403  0.08
H  4.5879  1.9262  4.0415  0.05
H  2.7116  0.6703  3.7541  0.12
H  4.0319  -1.9011  4.7258  0.13
H  3.9797  -1.4902  3.0170  0.12
H  1.0325  -3.4308  3.9143  0.09
H  2.7888  -3.7205  4.2107  0.09
H  2.1738  -3.3581  2.5682  0.07
H  2.2608  0.9496  5.8268  0.07
H  2.6306  -0.5650  6.0756  0.06
C  0.5449  0.1169  1.2054  -0.04
C  -0.5310  1.1320  0.8013  -0.42
C  -1.0122  0.8734  -0.5937  -0.19
O  -1.5403  2.0947  -1.1069  -0.20
C  -2.1683  1.9369  -2.3718  -0.07
N  -1.5864  1.1199  1.8312  0.06
H  0.1235  -0.8926  1.2197  0.07
H  0.9419  0.3380  2.1957  0.06
H  1.3809  0.1749  0.5066  0.08
H  0.0130  2.0812  0.8258  0.13
H  -1.7193  0.0471  -0.7229  0.11
H  -0.1317  0.6455  -1.2148  0.12
H  -1.9017  2.7900  -2.9953  0.10
H  -3.2531  1.8918  -2.2438  0.07
H  -1.8557  1.0284  -2.8997  0.07
H  -1.9243  0.1537  1.8290  0.08
H  -2.4302  1.5788  1.4803  0.08
C  -2.0749  -3.7355  -0.1005  -0.02
C  -0.7717  -4.1299  -0.8253  -0.50
C  -0.9584  -5.6137  -1.2453  -0.13
C  -1.9175  -5.7838  -2.4154  -0.18
C  -1.6092  -4.8517  -3.5652  -0.14
C  -1.3336  -3.3956  -3.1592  -0.49
N  -0.3927  -3.4235  -2.0294  -0.08
O  -0.0632  -2.0596  -1.7309  -0.02
C  -0.7007  -2.6947  -4.3651  -0.01
C  -2.6967  -2.7175  -2.8776  -0.03
C  0.3472  -4.1338  0.2051  -0.04
H  -2.2967  -2.6718  -0.1832  0.07
H  -1.9723  -3.9415  0.9699  0.09
H  -2.9333  -4.3533  -0.3594  0.08
H  0.0071  -6.0525  -1.5183  0.10
H  -1.2887  -6.1611  -0.3599  0.13
H  -2.9595  -5.6913  -2.0838  0.11
H  -1.9260  -6.8207  -2.7700  0.12
H  -2.4279  -4.8666  -4.2944  0.12
H  -0.8019  -5.2413  -4.2002  0.12
H  -1.1806  -3.0094  -5.2870  0.10
H  -0.8321  -1.6132  -4.2670  0.07
H  0.3783  -2.8587  -4.3611  0.07
H  -2.6110  -1.6629  -2.6284  0.07
H  -3.3213  -2.7950  -3.7757  0.10
H  -3.2466  -3.3540  -2.1913  0.05
H  1.2633  -4.5461  -0.2287  0.08
H  0.0544  -4.7418  1.0581  0.09
H  0.5497  -3.1151  0.5402  0.06
H  0.8184  -1.9554  -2.1100  0.06
C  2.2755  -0.0801  -4.1503  -0.04
C  2.2571  0.5864  -5.5106  -0.52
C  3.0759  -0.3323  -6.4391  -0.14
C  2.9371  0.0307  -7.9044  -0.18
C  1.4713  0.0846  -8.3096  -0.14
C  0.6003  0.9766  -7.4026  -0.53
N  0.8992  0.5372  -6.0456  -0.08
O  0.0069  1.1958  -5.1435  -0.03
C  0.8869  2.4676  -7.6619  -0.02
C  -0.8438  0.6467  -7.7425  -0.04
C  2.9285  1.9642  -5.4176  -0.02
H  1.7524  -1.0353  -4.1741  0.06
H  1.8399  0.5349  -3.3564  0.09
H  3.3248  -0.2305  -3.9007  0.08
H  4.1165  -0.4441  -6.1289  0.12
H  2.6286  -1.3242  -6.2760  0.12
H  3.4893  -0.6621  -8.5403  0.11
H  3.3954  1.0161  -8.0501  0.10
H  1.0185  -0.9071  -8.2720  0.12
H  1.4170  0.5220  -9.3108  0.12
H  0.6356  3.0477  -6.7723  0.08
H  1.9273  2.6325  -7.9313  0.07
H  0.2369  2.8782  -8.4374  0.08
H  -1.5380  1.2832  -7.1923  0.08
H  -1.0281  0.7705  -8.8075  0.09
H  -1.0179  -0.3873  -7.4339  0.08
H  3.5778  1.9966  -4.5413  0.08
H  2.1563  2.6910  -5.1238  0.08
H  3.3622  2.3727  -6.3231  0.07
H  -0.3557  0.4859  -4.6049  0.06
C  -2.6582  3.9391  9.6887  -0.04
C  -3.4796  3.4359  8.4844  -0.51
C  -4.1687  4.6913  7.8820  -0.13
C  -4.4425  4.7066  6.3760  -0.18
C  -3.2921  4.0847  5.5937  -0.14
C  -2.9002  2.7087  6.0984  -0.52
N  -2.5463  2.8783  7.5079  -0.10
O  -1.9792  1.6819  8.0334  -0.03
C  -4.0528  1.7016  5.9264  -0.02
C  -1.7079  2.2049  5.3049  -0.04
C  -4.5534  2.4643  9.0011  -0.04
H  -1.6733  4.2593  9.3483  0.09
H  -2.5037  3.1281  10.4061  0.08
H  -3.1800  4.7465  10.1985  0.08
H  -5.1409  4.7541  8.3881  0.11
H  -3.6897  5.6150  8.2149  0.11
H  -4.6602  5.7271  6.0527  0.11
H  -5.3941  4.1941  6.1843  0.10
H  -2.4519  4.7711  5.7714  0.13
H  -3.4689  4.1518  4.5197  0.11
H  -3.8319  0.8324  6.5565  0.08
H  -5.0155  2.1146  6.2060  0.06
H  -4.0894  1.2515  4.9303  0.08
H  -0.7748  2.7571  5.4314  0.08
H  -1.4895  1.1657  5.5651  0.08
H  -1.9767  2.2198  4.2509  0.05
H  -5.4214  2.4283  8.3432  0.07
H  -4.8748  2.7352  10.0079  0.08
H  -4.1483  1.4532  9.0805  0.08
H  -1.0814  1.9493  8.2490  0.10
C  4.6391  -5.2679  -3.6953  -0.03
C  3.7402  -5.3181  -2.4399  -0.49
C  4.5998  -5.9211  -1.2993  -0.13
C  5.5623  -4.9505  -0.6243  -0.18
C  4.9134  -3.6249  -0.2831  -0.14
C  4.1213  -2.9837  -1.4275  -0.51
N  3.2556  -4.0016  -2.0298  -0.08
O  2.4239  -3.4576  -3.0343  -0.05
C  3.2436  -1.9015  -0.7947  -0.03
C  5.0762  -2.3338  -2.4345  -0.02
C  2.5503  -6.2657  -2.6306  -0.02
H  4.3319  -4.4873  -4.3955  0.08
H  4.5534  -6.1941  -4.2703  0.08
H  5.6891  -5.1253  -3.4461  0.07
H  3.9691  -6.4595  -0.5932  0.11
H  5.2525  -6.6490  -1.7918  0.12
H  6.4701  -4.8060  -1.2191  0.11
H  5.9318  -5.4273  0.2888  0.11
H  5.6393  -2.9083  0.1060  0.12
H  4.1771  -3.7885  0.5162  0.11
H  3.9377  -1.1665  -0.3750  0.09
H  2.6472  -1.3434  -1.5151  0.06
H  2.6127  -2.3430  -0.0305  0.06
H  5.8713  -2.9953  -2.7795  0.07
H  4.5227  -1.9244  -3.2772  0.06
H  5.6246  -1.5101  -1.9622  0.09
H  1.7223  -5.7629  -3.1364  0.07
H  2.1699  -6.5909  -1.6626  0.07
H  2.8270  -7.1147  -3.2528  0.09
H  1.4971  -3.6516  -2.7961  0.05
C  -4.8100  -0.8988  -0.6735  -0.08
C  -5.3994  0.0155  -1.7261  -0.30
O  -5.3863  1.3541  -1.2236  -0.10
H  -3.8912  -0.5813  -0.1866  0.06
H  -4.6192  -1.8857  -1.0986  0.05
H  -5.5799  -1.0598  0.0864  0.08
H  -6.4155  -0.2918  -1.9808  0.12
H  -4.8148  -0.0483  -2.6544  0.10
H  -6.1302  1.8419  -1.5857  0.09
C  -4.9095  5.7925  0.0606  -0.08
C  -4.5123  4.4066  -0.4143  -0.30
O  -3.1145  4.2767  -0.0721  -0.12
H  -4.7997  5.8036  1.1437  0.08
H  -5.9198  6.0207  -0.2703  0.07
H  -4.1766  6.4869  -0.3473  0.08
H  -4.5828  4.3013  -1.4996  0.11
H  -5.0452  3.6119  0.1105  0.10
H  -2.8226  3.3773  -0.2763  0.04

Values from the calculation:
* energy relative to the best compared isomer or geometry (same formula, charge and spin): 0.00 kcal/mol



Entry 2:
The following is a DFT calculation (wB97M-V/def2-TZVPD) of a cluster of 2 separate species, C45H51F3N3 in total.

Last column: Löwdin charge in e.
Geometry (Å):
C  0.0190  -4.0930  -2.8475  -0.05
C  -0.0896  -2.6498  -3.3214  -0.39
C  -0.7265  -2.5441  -4.7063  -0.06
C  1.2689  -1.9458  -3.2515  -0.12
C  2.2515  -2.2948  -4.1717  -0.02
C  3.4894  -1.6518  -4.1705  -0.04
C  3.7242  -0.5943  -3.2957  -0.02
C  2.7313  -0.1786  -2.4103  -0.12
C  2.8928  1.1342  -1.6447  -0.37
C  3.4005  2.2695  -2.5419  -0.06
C  3.7716  0.9361  -0.4254  -0.05
C  1.5649  -0.9563  -2.2997  -0.08
N  0.5220  -0.5413  -1.3964  0.02
N  -0.5800  -0.0240  -1.9912  0.21
N  -1.3913  0.3447  -0.9763  0.02
C  -2.4602  1.2637  -1.2574  -0.12
C  -3.5705  0.7924  -1.9722  -0.14
C  -3.6079  -0.6231  -2.5483  -0.38
C  -3.9993  -0.6208  -4.0263  -0.06
C  -4.5071  -1.5414  -1.7254  -0.04
C  -4.6742  1.6374  -2.0966  -0.01
C  -4.6436  2.9255  -1.5596  -0.04
C  -3.4854  3.4087  -0.9507  -0.01
C  -2.3535  2.6017  -0.8436  -0.12
C  -1.0281  3.1956  -0.3580  -0.37
C  -1.0773  3.5725  1.1189  -0.04
C  -0.6069  4.3752  -1.2392  -0.05
C  -0.8619  -0.0260  0.2468  -0.09
C  -1.6130  0.1080  1.4617  -0.12
C  -0.9254  0.0605  2.6933  -0.02
C  -1.6053  0.0259  3.8969  0.00
C  -2.9890  0.1085  3.8901  -0.12
C  -3.6857  0.0300  5.2146  -0.52
F  -5.0392  0.1250  5.1142  0.13
F  -3.4099  -1.1597  5.8439  0.12
F  -3.2695  1.0249  6.0624  0.12
C  -3.7119  0.2354  2.7097  0.02
C  -3.0353  0.2196  1.5000  0.02
C  0.3790  -0.6061  0.0126  -0.16
C  1.2357  -1.2045  0.9568  0.02
H  0.4606  -4.1238  -1.8455  0.08
H  -0.9714  -4.5589  -2.8036  0.08
H  0.6566  -4.6735  -3.5263  0.09
H  -0.7464  -2.1169  -2.6307  0.09
H  -0.8042  -1.4939  -5.0135  0.09
H  -0.1336  -3.0816  -5.4578  0.08
H  -1.7391  -2.9667  -4.6944  0.08
H  2.0255  -3.0726  -4.9029  0.12
H  4.2566  -1.9570  -4.8812  0.11
H  4.6695  -0.0483  -3.3207  0.12
H  1.8947  1.4205  -1.2886  0.12
H  2.7785  2.3590  -3.4402  0.09
H  3.3501  3.2220  -2.0023  0.08
H  4.4388  2.1014  -2.8528  0.08
H  3.2922  0.2395  0.2710  0.05
H  4.7510  0.5184  -0.6989  0.10
H  3.9261  1.8833  0.1022  0.08
H  -2.5790  -0.9945  -2.4862  0.09
H  -3.3106  0.0132  -4.5975  0.09
H  -3.9521  -1.6372  -4.4364  0.08
H  -5.0179  -0.2341  -4.1579  0.08
H  -4.1923  -1.5534  -0.6744  0.07
H  -5.5502  -1.1978  -1.7693  0.09
H  -4.4583  -2.5677  -2.1095  0.09
H  -5.5636  1.2662  -2.6118  0.12
H  -5.5256  3.5644  -1.6343  0.12
H  -3.4416  4.4314  -0.5657  0.12
H  -0.2750  2.4074  -0.4773  0.11
H  -1.4368  2.7307  1.7236  0.07
H  -0.0730  3.8368  1.4732  0.08
H  -1.7470  4.4271  1.2819  0.09
H  -0.6433  4.0930  -2.2984  0.09
H  -1.2720  5.2349  -1.0889  0.08
H  0.4192  4.6819  -1.0063  0.08
H  0.1600  -0.0008  2.6613  0.06
H  -1.0765  -0.0743  4.8403  0.11
H  -4.7929  0.3328  2.7340  0.13
H  -3.6091  0.2764  0.5732  0.10
H  0.7170  -1.7852  1.7211  0.06
H  2.2368  -1.4759  0.6228  0.06
C  2.6439  -2.7593  3.2903  -0.10
C  1.7519  -3.5581  4.3141  -0.13
C  0.9400  -2.4900  4.9746  0.04
C  1.2785  -1.2374  4.5032  -0.04
C  2.2244  -1.3151  3.4359  -0.15
C  3.0839  -0.1859  3.1668  -0.20
C  2.5966  1.1355  3.3339  -0.02
C  3.4352  2.2308  3.1474  -0.06
C  4.7853  2.0366  2.8279  -0.07
C  5.2882  0.7377  2.6761  -0.07
C  4.4473  -0.3635  2.8145  -0.01
H  3.7021  -2.9061  3.5510  0.13
H  2.5014  -3.1215  2.2695  0.12
H  1.1585  -4.3433  3.8249  0.13
H  2.4130  -4.0644  5.0326  0.13
H  0.1977  -2.6965  5.7459  0.13
H  0.9046  -0.2932  4.9012  0.11
H  1.5555  1.2986  3.6233  0.11
H  3.0313  3.2359  3.2772  0.11
H  5.4496  2.8947  2.7203  0.11
H  6.3444  0.5734  2.4537  0.12
H  4.8417  -1.3750  2.6902  0.11

Values from the calculation:
* net charge: +1



Entry 3:
The following is a DFT calculation (wB97M-V/def2-TZVPD) of a cluster of 2 separate species, C7H16NS in total.

Last column: natural (NBO) charge in e.
Geometry (Å):
C  -1.9598  -0.7211  0.3552  0.09
C  -1.5338  0.4193  -0.3617  -0.49
C  -1.1846  -1.1214  1.5634  -0.66
C  -3.3098  -1.4090  0.1289  -0.64
C  2.5654  -0.7797  0.7469  -0.43
C  3.2461  0.2146  -1.4208  0.09
C  -0.2343  2.7258  -0.9711  -0.73
N  2.5339  0.1399  -0.3616  -0.42
S  -0.2599  1.3182  0.1897  0.27
H  -1.7612  -1.6256  2.3124  0.23
H  -0.4905  -1.7249  1.2442  0.21
H  -0.7033  -0.3421  2.0787  0.22
H  -3.7999  -1.5454  1.1322  0.23
H  -3.1390  -2.4262  -0.1824  0.23
H  -3.9858  -0.9684  -0.5586  0.23
H  2.3076  -0.2406  1.7249  0.26
H  1.8104  -1.5521  0.5057  0.25
H  3.4849  -1.2154  0.7651  0.22
H  3.1956  0.9723  -2.2630  0.25
H  -1.8631  0.6673  -1.3742  0.24
H  4.2079  -0.4055  -1.4618  0.22
H  -0.1419  2.2617  -2.0115  0.23
H  0.5242  3.3933  -0.6232  0.24
H  -1.1167  3.2919  -0.7528  0.25
H  1.6075  0.6729  -0.4045  0.41

Values from the calculation:
* energy relative to the best compared isomer or geometry (same formula, charge and spin): 70.54 kcal/mol
* net charge: +1



Entry 4:
The following is a DFT calculation (wB97M-V/def2-TZVPD) of an isolated molecule of C2H3N3O.

Last column: natural (NBO) charge in e.
Geometry (Å):
O  -0.9883  1.9779  -0.3390  -0.66
C  -0.3771  0.8038  -0.0885  0.55
N  -0.9538  -0.1000  0.6751  -0.32
N  -0.0255  -1.0814  0.6761  -0.35
C  1.0261  -0.7368  -0.0821  0.18
N  0.8455  0.4688  -0.5820  -0.51
H  -0.9980  2.1167  -1.2958  0.49
H  -0.2194  -1.9473  1.1540  0.42
H  1.8853  -1.3787  -0.2342  0.21

Values from the calculation:
* energy relative to the best compared isomer or geometry (same formula, charge and spin): 9.87 kcal/mol



One value per record, in order, for HOMO energy: -0.294, -0.347, -0.408, -0.356 Eh.
One value per record, in order, for strongest force on any atom: 2.12, 2.95, 5.69, 0.28 eV/Å.
One value per record, in order, for E_LUMO: 0.42, -4.55, -4.57, 0.87 eV.